{"formula": "C21H26N5ORuSSe2", "method": "ωB97M-V with the def2-TZVPD basis set", "species": ["Ru", "O", "N", "C", "C", "C", "C", "C", "S", "H", "H", "H", "H", "Se", "Se", "C", "C", "C", "C", "C", "N", "C", "C", "C", "C", "C", "N", "H", "H", "H", "H", "H", "H", "H", "H", "C", "C", "N", "C", "C", "C", "C", "N", "H", "H", "H", "H", "H", "H", "H", "H", "H", "H", "H", "H", "H", "H"], "positions_angstrom": [[-0.679, -0.405, 0.342], [-2.493, -1.222, 0.507], [-3.596, -0.448, 0.361], [-4.786, -1.092, 0.415], [-5.946, -0.388, 0.288], [-5.880, 0.998, 0.104], [-4.660, 1.625, 0.053], [-3.482, 0.879, 0.185], [-1.904, 1.577, 0.146], [-4.714, -2.159, 0.561], [-6.891, -0.909, 0.331], [-6.789, 1.576, 0.001], [-4.575, 2.693, -0.091], [-0.964, -3.574, -0.571], [0.488, -2.769, 1.086], [-0.464, -1.958, 2.583], [-0.736, -2.622, 3.758], [-1.274, -1.882, 4.809], [-1.503, -0.527, 4.644], [-1.207, 0.064, 3.424], [-0.691, -0.645, 2.424], [-0.712, -2.237, -1.948], [-0.624, -2.716, -3.244], [-0.489, -1.812, -4.289], [-0.416, -0.458, -4.003], [-0.497, -0.059, -2.683], [-0.655, -0.928, -1.676], [-0.525, -3.678, 3.856], [-1.506, -2.367, 5.748], [-1.917, 0.071, 5.443], [-1.390, 1.111, 3.224], [-0.640, -3.782, -3.430], [-0.424, -2.168, -5.309], [-0.299, 0.281, -4.782], [-0.465, 0.983, -2.399], [4.587, 2.655, -1.593], [4.109, 2.529, -0.155], [3.290, 1.323, 0.079], [4.032, 0.072, 0.298], [4.063, -0.853, -0.915], [1.959, 1.344, 0.040], [1.274, 2.644, -0.228], [1.254, 0.237, 0.238], [5.134, 3.590, -1.716], [3.750, 2.657, -2.293], [5.260, 1.842, -1.864], [3.545, 3.405, 0.147], [4.959, 2.464, 0.523], [3.621, -0.433, 1.177], [5.046, 0.356, 0.569], [3.064, -1.149, -1.243], [4.620, -1.757, -0.671], [4.557, -0.372, -1.758], [1.436, 3.338, 0.597], [0.208, 2.498, -0.347], [1.666, 3.107, -1.133], [1.869, -0.550, 0.378]], "lowdin_spin": [0.82, 0.08, 0.00, 0.00, 0.00, 0.00, 0.00, 0.00, 0.00, 0.00, 0.00, 0.00, 0.00, 0.00, 0.00, 0.00, 0.00, 0.01, 0.00, 0.00, -0.01, 0.01, 0.00, 0.01, 0.00, 0.01, -0.01, 0.00, 0.00, 0.00, 0.00, 0.00, 0.00, 0.00, 0.00, 0.00, 0.00, 0.04, 0.00, 0.00, 0.02, 0.00, 0.03, 0.00, 0.00, 0.00, 0.00, 0.00, 0.00, 0.00, 0.00, 0.00, 0.00, 0.00, 0.00, 0.00, 0.00], "multiplicity": 2, "homo_ev": [-13.650, -13.595], "orbital_gap_ev": [7.047, 6.531], "de_lowest_ev": 0.151, "lumo_energy_ev": [-6.60, -7.06], "molar_mass_g_mol": 655.53, "total_charge": 2}